This record from OMol25 describes a cluster of 13 separate species, C25H76N14O13 in total in a non-equilibrium geometry. The level of theory is ωB97M-V/def2-TZVPD.

Last column: Löwdin charge in e.
Cartesian coordinates (Å):
O 3.17 1.08 1.91  -0.11
O -3.25 -0.24 4.64  0.06
O -0.36 -2.80 1.41  -0.05
O 2.60 -2.41 -3.14  0.02
O 4.01 -1.43 2.73  0.02
O -1.17 3.48 1.12  -0.02
O -3.13 -1.46 -2.34  -0.13
O -3.62 -4.26 0.64  -0.15
O -3.02 3.69 -1.41  -0.12
O -0.71 2.97 -2.52  -0.02
O 4.87 -0.41 -2.45  -0.08
O -1.45 -0.60 -0.46  -0.11
O 2.55 4.50 -2.63  -0.10
N 4.61 0.59 -0.44  0.13
N 1.77 2.73 1.01  0.19
N 1.26 1.74 2.96  0.18
N 0.42 -0.24 0.90  0.18
N -4.97 2.36 -1.78  0.16
N -4.06 -0.01 -0.69  0.12
N 3.64 3.11 -1.08  0.11
N 2.82 -0.23 -1.26  0.16
N -1.86 -3.56 -0.75  0.14
N -5.19 4.49 -1.94  0.18
N -0.21 1.40 -0.30  0.20
N 1.98 2.24 -2.17  0.17
N -2.27 -5.76 -0.56  0.17
N -5.51 -0.88 -2.05  0.15
C 0.96 -2.82 3.26  -0.02
C 1.83 -3.57 1.02  -0.02
C 2.05 1.88 1.92  -0.61
C 5.17 -1.49 2.34  -0.72
C 4.05 0.00 -1.44  -0.69
C -1.69 3.61 3.41  0.00
C -4.40 3.53 -1.68  -0.59
C 2.74 3.28 -2.04  -0.62
C 0.53 -2.15 -2.19  -0.05
C 1.38 -2.29 -3.39  -0.62
C -4.23 -0.81 -1.72  -0.55
C -2.94 -0.73 2.41  -0.04
C 5.26 -2.32 1.07  -0.02
C -2.50 -0.71 3.81  -0.67
C -1.80 2.92 2.06  -0.61
C 0.61 -3.41 1.90  -0.64
C -1.08 -0.15 3.94  -0.03
C -3.23 2.66 1.55  -0.01
C -1.34 0.93 -3.25  -0.03
C -0.46 0.21 0.05  -0.57
C 1.25 -1.03 -4.20  -0.03
C 0.04 2.52 -4.64  -0.01
C 6.18 -1.94 3.28  -0.05
C -2.55 -4.51 -0.23  -0.61
C -1.01 2.40 -3.55  -0.65
H -1.59 -6.00 -1.22  0.09
H -6.10 4.34 -2.37  0.13
H -1.28 1.93 2.14  0.10
H 2.52 -1.01 -1.90  0.10
H 1.49 -0.15 -3.63  0.06
H -1.42 3.45 -2.20  0.04
H -2.16 0.86 -2.52  0.07
H -0.42 -0.45 3.12  0.04
H -3.26 2.22 0.56  0.05
H -1.55 0.45 -4.22  0.10
H -0.83 3.25 3.87  0.03
H 3.93 2.15 -0.77  0.06
H -2.50 3.37 4.07  0.09
H 5.65 0.62 -0.55  0.17
H -3.84 3.49 1.54  0.06
H 7.14 -1.57 2.97  0.09
H 0.42 -1.28 1.18  0.11
H 1.69 -4.21 0.16  0.08
H 2.33 2.84 0.10  0.11
H 0.72 -1.20 -1.73  0.05
H -6.02 2.38 -1.88  0.14
H 0.23 -0.86 -4.48  0.07
H -4.13 -0.66 4.59  0.15
H 4.47 -1.93 0.38  0.07
H -5.67 -1.73 -2.65  0.15
H -4.75 0.24 0.00  0.12
H 1.54 1.05 3.73  0.19
H -1.05 0.93 3.93  0.05
H -2.80 -6.55 -0.21  0.13
H -6.25 -0.66 -1.36  0.13
H -0.55 -0.44 4.87  0.10
H 0.14 -4.35 2.06  0.14
H 2.61 -3.98 1.63  0.08
H 6.14 -2.20 0.48  0.07
H -4.90 5.41 -1.70  0.13
H 4.18 0.71 0.44  0.04
H 1.54 -3.49 3.92  0.09
H -0.50 2.51 -5.57  0.08
H 0.04 -2.64 3.85  0.08
H -0.74 1.80 -1.05  0.10
H 5.02 -3.36 1.31  0.08
H 2.13 -2.57 0.71  0.06
H 0.68 -2.90 -1.46  0.06
H 0.64 3.43 -4.49  0.09
H 0.78 1.70 -4.61  0.07
H -0.82 -3.40 0.72  0.11
H 3.49 -0.82 2.22  0.05
H -2.69 -1.64 1.86  0.08
H 0.81 0.33 1.66  0.07
H -1.95 2.83 -3.79  0.13
H 0.61 1.90 -0.01  0.06
H -1.72 4.66 3.27  0.09
H -0.49 0.45 -2.79  0.04
H -4.00 -0.64 2.25  0.08
H -4.57 1.40 -1.52  0.07
H -3.60 2.04 2.31  0.06
H 5.33 -0.44 2.09  0.13
H 0.47 2.37 3.03  0.08
H 5.86 -1.57 4.25  0.08
H -2.37 -1.74 4.05  0.13
H -2.32 -2.61 -0.80  0.12
H 1.09 -3.26 -3.87  0.16
H 4.40 3.76 -0.84  0.14
H -0.91 2.67 0.59  0.06
H 1.08 3.48 1.09  0.15
H 2.28 1.28 -1.93  0.07
H 2.24 -0.05 -0.41  0.12
H 1.52 -1.90 3.15  0.06
H 0.99 2.39 -2.52  0.10
H -0.55 -2.10 -2.44  0.10
H 6.25 -3.04 3.48  0.10
H -1.24 -3.79 -1.55  0.13
H 1.77 -1.00 -5.13  0.09
H -2.43 0.03 1.82  0.05
H 3.11 -2.53 -3.94  0.14
H -3.07 -0.09 -0.42  0.06

## Properties
Net charge: 0
Calculated total energy, eV: -74628.194
LUMO energy, eV: -0.103
F_max, eV Å⁻¹: 12.497
ΔE to the lowest compared entry with this formula, charge and spin, kJ/mol: 1647.1